1 | The molecule C4H3NO3. Source: OMol25; level of theory: ωB97M-V/def2-TZVPD.

Properties
SMILES = N#CC(O)(C=O)C=O
Charge = 0
Highest occupied orbital energy = -11.1 eV
Frontier orbital gap = 10.681 eV

Geometry (Å):
1 N 0.860 2.194 0.166
2 C 0.445 1.128 0.420
3 C -0.109 -0.239 0.297
4 O -0.817 -0.644 1.420
5 C 1.163 -1.069 0.100
6 O 1.985 -0.802 -0.733
7 C -0.982 0.059 -0.900
8 O -2.170 -0.126 -0.776
9 H -1.742 -0.235 1.294
10 H 1.179 -2.099 0.641
11 H -0.541 0.275 -1.896

natural (NBO) atomic charge list, values in e, 6 entries: -0.25 0.22 -0.04 -0.66 0.43 -0.46


2 | C4H3NO3 as an isolated structure. Source: OMol25; level of theory: ωB97M-V/def2-TZVPD.

Properties
Charge = 0
Highest occupied orbital energy = -9.6 eV
Frontier orbital gap = 8.847 eV

Geometry (Å):
1 C 0.575 -0.218 -0.186
2 C -1.731 -0.706 -0.174
3 C -1.579 0.849 -0.006
4 C -0.153 0.961 -0.045
5 H 3.657 -0.600 0.504
6 H -2.547 1.460 -0.254
7 H 0.473 1.887 0.316
8 N 1.819 -0.003 -0.085
9 O 2.656 -1.103 0.005
10 O -0.441 -1.188 -0.228
11 O -2.730 -1.338 0.153

natural (NBO) atomic charge list, values in e, 6 entries: 0.40 0.75 -0.32 -0.18 0.48 0.27


3 | The molecule C4H3NO3. Source: OMol25; level of theory: ωB97M-V/def2-TZVPD.

Properties
SMILES = O=COc1ccon1
Charge = 0
Highest occupied orbital energy = -10.2 eV
Frontier orbital gap = 11.047 eV

Geometry (Å):
1 O -2.563 0.634 0.034
2 C -2.216 -0.554 0.038
3 O -1.018 -1.060 -0.034
4 C 0.252 -0.590 -0.099
5 C 0.540 0.842 -0.046
6 C 1.875 0.845 -0.040
7 O 2.282 -0.531 0.077
8 N 1.287 -1.379 -0.018
9 H -2.919 -1.350 0.050
10 H -0.268 1.660 -0.149
11 H 2.748 1.484 0.188

natural (NBO) atomic charge list, values in e, 6 entries: -0.58 0.66 -0.48 0.40 -0.38 0.10


Relative to the most stable one, in hartree, the structures come out at 1 0.0000; 2 0.1053; 3 0.0185.


1 | A 13-piece molecular cluster, C4H34N2O14 overall. Source: OMol25; level of theory: ωB97M-V/def2-TZVPD.

Properties
Charge = 0
Highest occupied orbital energy = -10.0 eV
Frontier orbital gap = 9.856 eV

Geometry (Å):
1 C 0.342 -0.118 -0.143
2 N 1.472 -0.810 0.519
3 C 2.068 -0.261 1.622
4 O 1.244 0.241 2.580
5 O 3.262 -0.186 1.725
6 C 0.836 0.327 -1.514
7 C -0.372 0.960 -2.250
8 N 1.422 -0.714 -2.395
9 H -0.554 -0.736 -0.205
10 H 0.160 0.751 0.445
11 H 2.053 -1.417 -0.097
12 H 0.442 -0.305 2.766
13 H 1.649 1.050 -1.417
14 H -0.529 0.546 -3.248
15 H -0.377 2.039 -2.371
16 H -1.371 0.704 -1.883
17 H 1.726 -0.360 -3.285
18 H 0.666 -1.361 -2.606
19 H -2.620 4.753 1.746
20 H -3.390 3.774 0.846
21 O -3.331 4.083 1.722
22 H -2.863 2.381 1.980
23 H -1.761 1.443 2.637
24 O -2.411 1.464 1.950
25 H 5.469 -0.626 0.179
26 H 4.134 -0.126 0.287
27 O 4.864 -0.132 -0.392
28 H -0.408 5.269 0.110
29 H -1.651 6.304 0.281
30 O -1.408 5.384 0.268
31 H -2.393 -1.432 2.375
32 H -3.145 -0.218 1.787
33 O -3.134 -1.213 1.793
34 H 4.192 -1.540 -1.254
35 H 2.960 -1.734 -2.192
36 O 3.518 -2.192 -1.585
37 H -0.378 -2.619 3.145
38 H -0.203 -1.744 1.921
39 O -0.609 -1.756 2.786
40 H -0.341 -4.891 1.349
41 H 0.661 -3.815 0.829
42 O 0.166 -4.091 1.639
43 H 2.292 -3.534 -1.166
44 H 0.911 -2.857 -1.181
45 O 1.348 -3.680 -0.933
46 H -2.799 -2.987 -2.635
47 H -2.554 -1.942 -1.569
48 O -2.112 -2.456 -2.244
49 H -3.656 -1.657 0.348
50 H -4.697 -2.698 -0.226
51 O -4.066 -2.020 -0.507
52 H 1.712 5.100 -1.424
53 H 2.180 5.951 -0.193
54 O 1.388 5.701 -0.720

natural (NBO) atomic charge list, values in e, 6 entries: -0.24 -0.72 0.91 -0.72 -0.64 -0.06


2 | A 13-piece molecular cluster, C4H34N2O14 overall. Source: OMol25; level of theory: ωB97M-V/def2-TZVPD.

Properties
Charge = 0
Highest occupied orbital energy = -9.4 eV
Frontier orbital gap = 9.263 eV

Geometry (Å):
1 N -2.115 0.024 -1.646
2 C -2.049 -1.126 -2.543
3 C -0.939 -1.061 -3.608
4 N 0.342 -0.836 -2.857
5 C 1.044 -2.061 -2.483
6 C 1.699 -1.858 -1.162
7 O 0.861 -1.953 -0.149
8 O 2.886 -1.598 -1.041
9 H -1.123 0.272 -1.495
10 H -2.583 0.841 -2.024
11 H -3.048 -1.440 -2.863
12 H -1.873 -1.856 -1.715
13 H -0.930 -2.067 -4.092
14 H -1.149 -0.289 -4.375
15 H 0.945 -0.348 -3.548
16 H 1.591 -2.656 -3.249
17 H 0.246 -2.846 -2.257
18 H 0.957 -1.639 0.781
19 H 2.389 1.016 1.630
20 H 2.259 -0.048 2.651
21 O 1.747 0.378 1.946
22 H -0.331 3.546 -2.651
23 H -1.794 3.158 -3.008
24 O -1.133 3.133 -2.311
25 H -1.152 -1.128 1.131
26 H -1.083 -0.904 2.564
27 O -0.968 -1.641 1.936
28 H 0.143 1.370 2.801
29 H 0.076 1.911 4.224
30 O -0.456 1.807 3.423
31 H -3.672 -2.778 2.012
32 H -3.470 -1.872 0.828
33 O -4.172 -2.249 1.379
34 H 0.489 0.207 -0.268
35 H 0.036 1.534 -1.035
36 O 0.237 1.126 -0.195
37 H 3.245 2.031 -3.025
38 H 3.050 0.451 -2.755
39 O 2.943 1.190 -3.364
40 H 4.112 1.636 1.826
41 H 3.705 2.364 2.954
42 O 4.124 1.501 2.791
43 H 0.029 -2.421 4.295
44 H -0.703 -1.205 4.874
45 O 0.150 -1.667 4.887
46 H -3.079 0.378 3.972
47 H -1.516 0.710 4.022
48 O -2.217 0.041 4.219
49 H 3.046 -0.237 0.182
50 H 4.525 -0.297 0.269
51 O 3.809 0.344 0.347
52 H -3.184 3.647 -1.162
53 H -2.530 2.534 -0.519
54 O -3.413 2.935 -0.542

natural (NBO) atomic charge list, values in e, 6 entries: -0.86 -0.25 -0.24 -0.64 -0.35 0.81


Relative to the most stable one, in hartree, the structures come out at 1 0.0000; 2 0.0782.


1 | The molecule ClH2NO2S. Source: OMol25; level of theory: ωB97M-V/def2-TZVPD.

Properties
SMILES = NS(=O)(=O)Cl
Charge = 0
Highest occupied orbital energy = -11.4 eV
Frontier orbital gap = 11.488 eV

Geometry (Å):
1 N 1.074 0.063 -0.086
2 S -0.547 0.418 0.152
3 O -0.948 1.037 -1.189
4 O -0.922 0.909 1.400
5 Cl -1.302 -1.483 -0.047
6 H 1.116 -0.506 -0.924
7 H 1.528 -0.438 0.696

natural (NBO) atomic charge list, values in e, 6 entries: -1.02 2.18 -0.87 -0.85 -0.25 0.41


2 | A 2-piece molecular cluster, ClH2NO2S overall. Source: OMol25; level of theory: ωB97M-V/def2-TZVPD.

Properties
Charge = 0
Highest occupied orbital energy (alpha / beta) = -8.8 / -8.6 eV
Frontier orbital gap (alpha / beta) = 8.910 / 7.627 eV

Geometry (Å):
1 N -1.059 -0.215 0.108
2 O 0.416 1.027 -0.505
3 O -0.892 -0.554 1.322
4 S 1.594 0.856 0.390
5 Cl 2.515 -0.722 -0.471
6 H -0.845 -0.875 -0.815
7 H -1.729 0.482 -0.029

natural (NBO) atomic charge list, values in e, 6 entries: -0.17 -0.77 -0.39 0.84 -0.23 0.36


Relative to the most stable one, in hartree, the structures come out at 1 0.0000; 2 0.1189.


1 | A 2-piece molecular cluster, C2H4N2S overall. Source: OMol25; level of theory: ωB97M-V/def2-TZVPD.

Properties
Charge = 0
Highest occupied orbital energy (alpha / beta) = -8.4 / -8.6 eV
Frontier orbital gap (alpha / beta) = 8.145 / 7.804 eV

Geometry (Å):
1 C -1.799 1.072 -0.531
2 C 2.722 -0.931 -0.266
3 N -1.392 0.680 0.558
4 N 2.417 0.301 -0.263
5 S 1.348 1.314 0.199
6 H -2.806 1.276 -0.687
7 H -1.372 1.190 -1.466
8 H 2.036 -1.630 0.402
9 H 3.659 -1.274 -0.693

natural (NBO) atomic charge list, values in e, 6 entries: -0.21 -0.13 -0.20 -0.54 0.34 0.18


2 | A 2-piece molecular cluster, C2H4N2S overall. Source: OMol25; level of theory: ωB97M-V/def2-TZVPD.

Properties
Charge = 0
Highest occupied orbital energy (alpha / beta) = -7.1 / -7.6 eV
Frontier orbital gap (alpha / beta) = 7.248 / 7.812 eV

Geometry (Å):
1 C 1.250 0.664 1.268
2 C -0.847 -0.902 -0.457
3 N 0.593 0.754 0.227
4 N -1.086 -0.129 -1.462
5 S -0.759 -2.154 0.392
6 H 1.752 1.538 1.659
7 H 1.424 -0.249 1.895
8 H -0.453 0.709 -1.340
9 H -1.873 -0.231 -2.182

natural (NBO) atomic charge list, values in e, 6 entries: -0.13 0.15 -0.57 -0.82 0.15 0.16


Relative to the most stable one, in hartree, the structures come out at 1 0.0360; 2 0.0000.


1 | A 2-piece molecular cluster, C2H4N2S overall. Source: OMol25; level of theory: ωB97M-V/def2-TZVPD.

Properties
SMILES = N=C=C=N.S
Charge = 0
Highest occupied orbital energy = -8.2 eV
Frontier orbital gap = 7.753 eV

Geometry (Å):
1 N -2.244 0.330 1.378
2 C -1.872 0.133 0.210
3 C -1.567 -0.456 -0.948
4 N -0.945 -0.510 -2.031
5 H -2.029 1.214 1.904
6 H -1.085 -1.337 -2.584
7 S 2.684 0.165 0.677
8 H 3.558 -0.236 -0.268
9 H 3.499 0.699 1.663

natural (NBO) atomic charge list, values in e, 6 entries: -0.57 0.24 0.15 -0.56 0.38 0.36


2 | The molecule C2H4N2S. Source: OMol25; level of theory: ωB97M-V/def2-TZVPD.

Properties
SMILES = [H]/N=C(/N)C=S
Charge = 0
Highest occupied orbital energy = -9.3 eV
Frontier orbital gap = 7.938 eV

Geometry (Å):
1 H 0.775 0.282 -2.003
2 N 0.884 -0.460 -1.237
3 C 0.245 -0.095 -0.188
4 N 0.325 -0.960 0.895
5 C -0.589 1.074 -0.083
6 S -1.749 1.323 1.097
7 H 0.916 -1.899 0.668
8 H -0.131 -0.926 1.778
9 H -0.676 1.662 -0.926

natural (NBO) atomic charge list, values in e, 6 entries: 0.34 -0.63 0.31 -0.83 -0.28 0.07


Relative to the most stable one, in hartree, the structures come out at 1 0.0771; 2 0.0000.


1 | The molecule C2H4N2S. Source: OMol25; level of theory: ωB97M-V/def2-TZVPD.

Properties
SMILES = [H]/N=C\NC=S
Charge = 0
Highest occupied orbital energy = -8.8 eV
Frontier orbital gap = 8.756 eV

Geometry (Å):
1 H -2.309 0.154 -0.078
2 N -1.955 -0.816 -0.030
3 C -0.684 -0.716 -0.053
4 N 0.025 0.494 -0.150
5 C 1.340 0.533 -0.049
6 S 2.417 -0.753 -0.047
7 H -0.168 -1.638 0.038
8 H -0.474 1.248 0.269
9 H 1.807 1.494 0.100

natural (NBO) atomic charge list, values in e, 6 entries: 0.31 -0.59 0.26 -0.61 -0.05 -0.14


2 | The molecule C2H4N2S. Source: OMol25; level of theory: ωB97M-V/def2-TZVPD.

Properties
SMILES = N#C[C@@H](N)S
Charge = 0
Highest occupied orbital energy = -9.7 eV
Frontier orbital gap = 10.220 eV

Geometry (Å):
1 N -0.699 -1.398 2.104
2 C -0.539 -0.740 1.175
3 C -0.452 -0.015 -0.043
4 N 0.110 1.285 -0.052
5 S 0.381 -1.340 -1.133
6 H -1.506 -0.105 -0.295
7 H 0.940 1.425 0.513
8 H 0.270 1.640 -1.059
9 H 1.497 -0.753 -1.210

natural (NBO) atomic charge list, values in e, 6 entries: -0.29 0.23 -0.21 -0.82 -0.04 0.24


Relative to the most stable one, in hartree, the structures come out at 1 0.0000; 2 0.0137.